1.
A structure of composition C50H55Cl3GeN5O5P2RuS at a distorted geometry. Source: OMol25; level of theory: the ωB97M-V functional and the def2-TZVPD basis.

Each line ends with the Löwdin charge.
Element x y z (Å)
1 Ru -0.644 -0.300 -0.291  0.75
2 C -2.038 0.006 5.926  -0.07
3 C -3.150 -0.325 4.944  -0.18
4 N -2.676 -1.101 3.783  -0.09
5 C -2.971 -2.543 3.785  -0.24
6 C -1.931 -3.363 4.529  -0.06
7 C -1.971 -0.497 2.838  -0.60
8 S -1.175 -1.471 1.650  0.69
9 N -1.813 0.825 2.981  0.13
10 C -1.187 1.549 2.082  -0.48
11 O -0.694 1.222 0.961  -0.24
12 C -1.045 2.999 2.437  -0.14
13 C -0.732 3.928 1.453  -0.03
14 C -0.629 5.274 1.766  -0.06
15 C -0.822 5.696 3.076  -0.07
16 C -1.120 4.769 4.066  -0.06
17 C -1.240 3.425 3.748  -0.01
18 H -2.434 0.613 6.740  0.08
19 H -1.246 0.569 5.434  0.05
20 H -1.607 -0.897 6.357  0.07
21 H -3.622 0.585 4.578  0.12
22 H -3.913 -0.935 5.424  0.12
23 H -3.063 -2.869 2.755  0.02
24 H -3.952 -2.656 4.245  0.12
25 H -0.944 -3.239 4.079  0.06
26 H -2.197 -4.418 4.483  0.08
27 H -1.868 -3.079 5.580  0.07
28 H -0.576 3.582 0.444  0.07
29 H -0.401 5.996 0.993  0.11
30 H -0.748 6.746 3.323  0.11
31 H -1.266 5.095 5.087  0.11
32 H -1.491 2.697 4.506  0.10
33 C -0.516 -1.253 -4.026  -0.19
34 N -0.204 -0.250 -2.977  -0.25
35 P 1.335 -0.100 -2.821  0.79
36 C 2.297 0.494 -4.213  -0.26
37 C 1.683 1.436 -5.036  -0.06
38 C 2.399 2.019 -6.072  -0.06
39 C 3.723 1.667 -6.284  -0.07
40 C 4.340 0.734 -5.458  -0.06
41 C 3.632 0.151 -4.421  -0.06
42 C 1.897 0.983 -1.525  -0.29
43 C 1.311 2.233 -1.400  -0.08
44 C 1.951 3.250 -0.700  -0.06
45 C 3.198 3.023 -0.147  -0.07
46 C 3.796 1.771 -0.267  -0.07
47 C 3.157 0.759 -0.956  -0.07
48 P -2.538 0.432 -1.437  0.67
49 C -4.017 1.072 -0.601  -0.41
50 C -5.295 0.909 -1.138  -0.12
51 C -6.386 1.507 -0.533  -0.06
52 C -6.216 2.289 0.602  -0.07
53 C -4.950 2.470 1.131  -0.05
54 C -3.857 1.859 0.529  -0.09
55 C -2.315 1.736 -2.682  -0.40
56 C -1.898 2.972 -2.198  -0.12
57 C -1.743 4.050 -3.056  -0.07
58 C -2.026 3.903 -4.407  -0.07
59 C -2.479 2.683 -4.886  -0.07
60 C -2.625 1.600 -4.028  -0.11
61 H 0.339 -1.479 -4.672  0.08
62 H -1.312 -0.883 -4.671  0.05
63 H -0.857 -2.187 -3.576  0.06
64 H 0.645 1.705 -4.871  0.10
65 H 1.922 2.751 -6.710  0.11
66 H 4.278 2.115 -7.097  0.11
67 H 5.375 0.465 -5.623  0.11
68 H 4.116 -0.576 -3.782  0.10
69 H 0.374 2.428 -1.898  0.08
70 H 1.490 4.224 -0.619  0.11
71 H 3.715 3.821 0.369  0.12
72 H 4.769 1.591 0.169  0.12
73 H 3.635 -0.208 -1.059  0.12
74 H -5.447 0.300 -2.017  0.07
75 H -7.374 1.363 -0.949  0.11
76 H -7.073 2.755 1.070  0.11
77 H -4.803 3.081 2.012  0.11
78 H -2.880 2.004 0.937  0.06
79 H -1.722 3.106 -1.136  0.08
80 H -1.413 5.004 -2.666  0.11
81 H -1.911 4.742 -5.080  0.11
82 H -2.729 2.568 -5.932  0.11
83 H -2.984 0.659 -4.419  0.07
84 O 0.021 -4.936 -1.679  0.04
85 C 1.331 -5.049 -1.987  -0.25
86 C 1.949 -6.284 -2.164  0.00
87 C 3.291 -6.348 -2.488  -0.06
88 C 4.046 -5.188 -2.649  -0.07
89 C 3.431 -3.964 -2.486  -0.01
90 C 2.078 -3.876 -2.151  -0.07
91 C 1.440 -2.568 -1.929  -0.42
92 O 2.092 -1.546 -2.590  -0.12
93 O 0.466 -2.390 -1.251  -0.05
94 H -0.403 -5.804 -1.635  0.10
95 H 1.368 -7.190 -2.042  0.12
96 H 3.753 -7.317 -2.622  0.11
97 H 5.095 -5.248 -2.900  0.11
98 H 3.997 -3.051 -2.605  0.11
99 C 1.662 -3.591 1.460  -0.03
100 N 2.409 -2.475 2.014  -0.06
101 C 3.299 -2.829 3.110  -0.16
102 C 4.279 -1.713 3.365  -0.15
103 C 3.506 -0.433 3.568  -0.15
104 N 2.627 -0.187 2.432  -0.05
105 C 2.070 1.148 2.371  -0.02
106 C 2.094 -1.191 1.681  -0.47
107 O 1.351 -0.970 0.711  -0.15
108 H 2.325 -4.267 0.914  0.10
109 H 0.888 -3.234 0.791  0.04
110 H 1.194 -4.151 2.274  0.10
111 H 3.818 -3.750 2.834  0.13
112 H 2.714 -3.044 4.013  0.13
113 H 4.942 -1.604 2.503  0.13
114 H 4.890 -1.933 4.239  0.12
115 H 4.187 0.418 3.644  0.13
116 H 2.924 -0.466 4.497  0.13
117 H 2.877 1.882 2.345  0.09
118 H 1.451 1.346 3.254  0.10
119 H 1.469 1.255 1.477  0.06
120 Cl -3.184 -4.986 -0.610  -0.07
121 Ge -2.520 -2.839 -0.290  0.18
122 Cl -3.399 -1.119 -2.556  0.36
123 Cl -4.466 -2.143 0.604  0.04

## Properties
LUMO level in eV: -2.449
Total charge: +1
Kohn-Sham gap in eV: 7.486


2.
A cluster of 9 separate species, C50H55N6O8 in total at a distorted geometry. Source: OMol25; level of theory: the ωB97M-V functional and the def2-TZVPD basis.

Each line ends with the Löwdin charge.
Element x y z (Å)
1 C -1.575 -1.727 0.746  -0.05
2 C -0.979 -1.461 -0.626  -0.06
3 N 0.013 -0.217 -0.596  0.00
4 C 1.005 -0.032 -1.538  -0.04
5 C 1.502 1.285 -1.354  -0.04
6 N 0.902 1.821 -0.238  -0.04
7 C -0.069 0.871 0.113  -0.04
8 C 0.918 3.240 0.096  0.00
9 H -2.370 -2.444 0.772  0.06
10 H -2.108 -0.703 0.962  0.12
11 H -0.909 -2.171 1.432  0.05
12 H -1.908 -1.259 -1.328  0.17
13 H -0.495 -2.013 -1.139  -0.02
14 H 1.465 -0.790 -2.305  0.17
15 H 2.353 1.765 -1.983  0.17
16 H -0.808 0.976 0.984  0.16
17 H -0.112 3.743 -0.156  0.12
18 H 1.622 3.813 -0.607  0.11
19 H 1.362 3.361 1.080  0.05
20 N 5.131 0.021 -0.294  0.04
21 C 4.343 -1.040 -0.006  -0.18
22 C 4.807 -2.261 0.405  -0.09
23 C 6.209 -2.336 0.620  -0.09
24 C 7.073 -1.278 0.392  -0.05
25 C 6.427 -0.059 -0.042  -0.15
26 H 3.180 -0.992 -0.202  0.10
27 H 4.470 -3.259 0.544  0.09
28 H 6.466 -3.414 0.912  0.13
29 H 8.147 -1.274 0.248  0.10
30 H 6.960 0.897 -0.036  0.10
31 N -2.445 -5.880 4.494  0.06
32 C -3.114 -6.059 3.330  -0.11
33 C -3.735 -4.956 2.692  -0.15
34 C -3.757 -3.727 3.117  -0.15
35 C -3.035 -3.424 4.355  -0.08
36 C -2.576 -4.587 5.046  -0.15
37 H -3.028 -6.959 2.909  0.06
38 H -4.459 -5.220 1.858  0.13
39 H -4.469 -2.810 2.672  0.17
40 H -2.815 -2.444 4.817  0.09
41 H -1.820 -4.304 5.997  0.15
42 N 2.385 -0.055 2.439  0.09
43 C 1.859 1.021 3.054  -0.10
44 C 0.993 0.833 4.154  -0.06
45 C 0.759 -0.422 4.673  -0.05
46 C 1.300 -1.561 3.957  -0.02
47 C 2.194 -1.243 2.909  -0.18
48 H 1.882 1.931 2.731  0.01
49 H 0.565 1.567 4.744  0.08
50 H 0.305 -0.551 5.613  0.09
51 H 1.158 -2.473 4.528  0.10
52 H 2.593 -2.125 2.434  0.08
53 N 3.815 5.147 -0.112  0.03
54 C 3.198 6.058 0.538  -0.20
55 C 2.663 5.878 1.842  -0.03
56 C 3.073 4.630 2.492  -0.06
57 C 3.914 3.721 1.802  -0.07
58 C 4.201 3.992 0.444  -0.13
59 H 3.054 7.135 0.031  0.15
60 H 2.006 6.530 2.376  0.07
61 H 2.710 4.338 3.463  0.09
62 H 4.350 2.836 2.153  0.08
63 H 4.820 3.372 -0.268  0.13
64 C 1.667 -5.793 -0.945  0.04
65 C 1.330 -6.782 0.159  0.04
66 C 1.077 -6.128 1.402  -0.27
67 C 1.159 -4.708 1.546  0.01
68 C 1.412 -3.907 0.440  -0.08
69 C 1.772 -4.380 -0.758  -0.31
70 O 2.066 -3.645 -1.889  0.07
71 O 0.675 -6.889 2.550  -0.06
72 H 1.740 -6.375 -1.795  0.07
73 H 1.113 -7.841 0.071  0.10
74 H 0.938 -4.165 2.441  0.09
75 H 1.456 -2.885 0.432  0.07
76 H 2.338 -4.052 -2.630  0.04
77 H 0.840 -7.955 2.466  0.19
78 C -3.102 -2.016 -4.822  0.08
79 C -4.171 -1.102 -3.935  0.06
80 C -5.529 -1.293 -4.034  -0.43
81 C -6.011 -2.227 -4.909  0.02
82 C -5.103 -2.986 -5.687  0.00
83 C -3.754 -2.839 -5.620  -0.44
84 O -3.018 -3.385 -6.563  0.10
85 O -6.362 -0.669 -3.180  0.03
86 H -2.122 -1.720 -4.842  0.06
87 H -3.946 -0.190 -3.239  0.11
88 H -7.052 -2.417 -5.243  0.13
89 H -5.431 -3.575 -6.451  0.09
90 H -3.197 -4.156 -7.007  0.08
91 H -6.146 0.290 -3.062  0.12
92 C -1.317 1.746 -4.139  0.10
93 C 0.173 2.179 -3.995  0.02
94 C 0.438 3.441 -3.680  -0.41
95 C -0.485 4.306 -3.132  0.00
96 C -1.799 3.935 -3.178  -0.02
97 C -2.248 2.683 -3.635  -0.31
98 O -3.590 2.363 -3.545  -0.05
99 O 1.724 3.811 -3.625  0.11
100 H -1.432 0.822 -4.442  0.03
101 H 1.008 1.714 -4.494  0.12
102 H -0.137 5.337 -3.054  0.14
103 H -2.485 4.575 -2.911  0.06
104 H -4.142 2.598 -2.613  0.20
105 H 1.801 4.604 -3.890  0.00
106 C -1.826 5.798 0.553  0.04
107 C -2.575 4.534 0.414  -0.06
108 C -2.421 3.617 1.349  -0.33
109 C -1.523 3.719 2.444  -0.01
110 C -0.747 4.903 2.514  -0.04
111 C -0.947 6.021 1.708  -0.37
112 O -0.376 7.171 1.857  0.07
113 O -3.096 2.330 1.349  0.01
114 H -2.132 6.706 -0.130  0.15
115 H -3.269 4.210 -0.450  0.14
116 H -1.273 2.872 3.092  0.11
117 H 0.077 4.846 3.276  0.12
118 H 0.090 7.424 2.666  0.13
119 H -3.681 2.258 0.648  0.04

## Properties
LUMO level in eV: -2.365
Total charge: +1
Relative energy (zero: lowest compared OMol25 entry of this formula, charge and spin) in kcal/mol: 38.52
Kohn-Sham gap in eV: 7.925


The highest Kohn-Sham gap belongs to which entry? C50H55N6O8


Among the records above, which one has the lowest LUMO level? C50H55Cl3GeN5O5P2RuS